No. 1
DFT (wB97M-V/def2-TZVPD) results for one molecule with the formula C5H5Cl.

Structure (XYZ):
```
11
Properties=species:S:1:pos:R:3:forces:R:3
C 0.521032 -1.264906 -0.574636 -1.58 0.68 -0.21
C 1.284808 -2.709118 -0.922870 -2.54 3.45 1.46
C -0.964486 1.755820 0.807415 -3.59 1.62 -1.11
C -0.859057 0.719415 -0.008593 0.17 1.49 1.11
C 0.294963 -0.062734 0.213469 3.10 -4.95 -0.35
Cl 2.905192 -2.456347 -0.931262 1.63 0.11 0.03
H -0.350889 -1.316528 -1.309165 1.08 -0.09 0.78
H -1.860426 2.448033 0.838018 1.11 -0.96 -0.32
H -0.195633 2.055425 1.408180 1.87 0.43 1.84
H -1.612557 0.588942 -0.725911 -0.71 -0.84 -0.98
H 0.837052 0.242000 1.205355 -0.53 -0.94 -2.24
```
Forces are in eV/Å.

Computed properties:
- Charge: 0
- LUMO energy (spin up / spin down): -1.073 / -1.072 eV
- Kohn-Sham gap (spin up / spin down): 7.60 / 7.60 eV
- Spin multiplicity: 1
- Energy above the lowest of the compared OMol25 structures with the same formula, charge and spin: 123.02 kcal/mol



No. 2
DFT (wB97M-V/def2-TZVPD) results for a 11-piece molecular cluster, C39H108N14O13 overall.

Structure (XYZ):
```
174
Properties=species:S:1:pos:R:3:forces:R:3
C 6.938103 -2.376897 -4.895727 -2.06 -5.48 0.02
O 6.808847 -3.283200 -4.085370 -0.17 0.54 0.95
N 7.531099 -1.280738 -4.804764 3.74 5.72 3.23
N 6.604740 -2.516971 -6.180688 -1.79 -0.87 -2.54
H 8.049264 -1.218505 -3.940054 0.08 1.09 -0.16
H 7.382062 -0.542756 -5.478030 0.28 -0.09 0.56
H 6.085415 -3.377740 -6.278054 0.52 -0.18 -0.90
H 7.473850 -2.325737 -6.658353 -0.64 -0.74 -1.18
C -6.287465 -2.017874 0.635066 -0.74 0.11 -1.40
O -6.031092 -2.970291 -0.047489 0.69 -2.06 -0.82
N -6.571013 -0.837628 0.098267 -0.31 2.54 -1.59
N -6.439205 -1.990598 1.931533 -0.04 -0.64 3.98
H -6.912519 -0.864789 -0.851854 0.33 0.36 0.13
H -6.765894 -0.045104 0.693269 -0.17 -0.10 -0.49
H -6.854099 -1.169152 2.347690 0.06 -0.47 0.16
H -6.498953 -2.865786 2.432110 0.21 0.28 -0.06
C -5.452056 -2.238179 -4.944792 -2.31 2.52 1.25
O -5.999042 -1.205722 -4.610163 -0.19 1.08 0.47
N -5.443017 -3.330679 -4.218079 0.92 -3.18 1.95
N -4.971766 -2.426402 -6.139039 1.97 -0.51 -3.57
H -4.703439 -3.955120 -4.506537 -0.29 -0.43 0.58
H -5.623709 -3.324729 -3.224391 -0.07 0.39 -0.15
H -4.476285 -3.291754 -6.299545 -0.02 0.47 -0.57
H -4.840877 -1.635075 -6.752845 -0.01 -0.31 0.20
C 2.260504 12.446531 5.915815 -0.71 -0.27 1.16
O 1.712252 11.149816 5.599439 1.10 1.42 0.53
C 1.260976 11.053036 4.261050 0.69 -0.64 1.11
C 0.890071 9.617839 4.050351 -1.63 -1.20 -0.17
N -0.309205 9.228699 4.860003 0.57 2.18 0.01
C -0.656381 7.871822 4.864043 0.35 -2.93 0.60
C 0.461990 7.022097 5.504766 2.05 -0.71 0.44
O 1.046914 7.671422 6.663526 -0.37 0.32 0.08
C 1.714215 6.812542 7.597599 -1.33 0.11 -0.50
H 2.476487 12.463580 6.984061 -0.29 -0.34 0.15
H 1.527885 13.239009 5.763033 -0.19 0.02 -0.29
H 3.214256 12.786621 5.512348 0.07 -0.69 -1.00
H 2.123144 11.273580 3.631656 -0.25 0.39 -0.54
H 0.394954 11.704732 4.145340 0.02 0.15 -0.49
H 1.656050 8.892524 4.324739 0.74 0.51 -0.32
H 0.645889 9.518158 2.992745 -0.03 -0.28 -0.15
H 0.061151 9.306677 5.796416 -0.23 0.92 0.54
H -0.913540 7.432733 3.900103 0.26 0.20 -0.32
H -1.516380 7.617984 5.483781 -0.41 0.84 0.11
H 1.312765 6.868653 4.840894 0.05 0.15 -0.60
H 0.249897 5.992856 5.794206 -0.95 -0.06 0.00
H 2.586222 6.315434 7.172653 0.12 0.08 -0.04
H 0.977796 6.074042 7.914481 0.13 -0.47 0.05
H 1.953580 7.371605 8.502168 0.24 0.28 -0.36
C 2.304777 -1.126774 -1.604861 0.52 -3.39 1.07
O 1.089383 -1.263507 -0.849648 0.03 1.25 -1.10
C 0.044608 -0.842910 -1.751728 -0.34 1.19 1.57
C -1.297937 -0.535820 -1.036696 -1.70 -0.65 0.16
N -1.590228 0.662416 -0.219286 1.93 0.41 -0.13
C -0.599843 0.699248 0.863183 -0.37 1.47 -0.25
C -0.947035 1.654805 2.016779 -0.11 -1.16 0.36
O -2.055709 1.166421 2.807128 0.25 0.73 -0.43
C -2.603094 2.194416 3.620765 0.52 -0.96 1.00
H 2.183665 -1.477723 -2.629686 -0.33 1.21 -0.54
H 2.816146 -2.042243 -1.307339 0.76 0.04 0.57
H 3.023318 -0.333771 -1.397625 -0.80 0.63 -0.18
H -0.084211 -1.644362 -2.479174 -0.38 0.05 -0.14
H 0.452615 0.043704 -2.237075 -0.48 0.21 -0.38
H -1.569417 -1.360112 -0.377190 0.52 -0.80 -0.07
H -2.102918 -0.566097 -1.770996 0.21 0.00 -0.48
H -2.517982 0.662567 0.179920 -0.15 -0.55 -0.26
H 0.287862 1.142681 0.412123 0.36 -0.09 0.12
H -0.313830 -0.309133 1.162259 -0.12 -0.07 0.60
H -1.142815 2.679516 1.700958 -0.17 -0.01 -0.45
H -0.058225 1.701406 2.646014 0.14 0.04 0.27
H -2.932715 3.058442 3.043770 -0.34 -0.09 0.12
H -1.947657 2.500960 4.435947 1.15 0.59 -0.46
H -3.301054 1.736552 4.321704 -1.10 -0.09 -0.94
C 4.575445 4.920492 0.070668 0.66 0.58 -1.34
C 3.525872 6.024987 0.232252 1.57 -0.88 0.94
C 3.540646 7.095753 -0.867349 1.66 -0.61 -0.68
O 3.610397 6.441952 -2.132739 -1.20 -0.92 0.13
C 3.576588 7.265024 -3.260588 2.04 1.32 0.44
N 2.236373 5.370422 0.246114 0.25 0.97 0.41
H 5.556145 5.265136 0.398597 0.11 -0.03 -0.17
H 4.584671 4.769678 -1.008807 0.56 -0.44 -0.08
H 4.399816 3.944743 0.523627 -0.57 0.39 0.37
H 3.823924 6.479615 1.177017 -0.82 0.51 0.24
H 4.461917 7.671628 -0.779424 0.08 0.52 0.15
H 2.675934 7.758391 -0.831290 -0.17 0.09 0.21
H 3.878828 6.742504 -4.168180 -0.97 -0.48 0.09
H 4.441311 7.919912 -3.153442 0.40 0.58 0.00
H 2.770873 7.995046 -3.338033 -0.73 -0.65 -0.14
H 1.749688 6.236186 0.062546 -1.88 -0.65 -0.18
H 2.326207 4.875422 -0.629678 -0.98 -0.34 -0.40
C 2.116438 -3.666607 -7.908051 0.54 0.25 -0.52
C 2.502330 -2.675194 -9.000268 -0.51 0.50 -1.11
C 2.272742 -1.199240 -8.531557 2.89 0.43 -1.01
O 1.064446 -0.688125 -8.888079 -3.45 0.63 0.35
C 0.823711 0.692752 -8.494020 0.84 -1.36 -0.77
N 3.757451 -2.991162 -9.748412 -0.19 0.23 0.87
H 1.043221 -3.563573 -7.747779 0.10 0.03 0.40
H 2.704213 -3.398517 -7.030135 -0.29 -0.19 0.35
H 2.332184 -4.704267 -8.162621 0.01 0.09 -0.17
H 1.807161 -2.713648 -9.838937 -0.55 -0.36 0.21
H 2.950644 -0.609926 -9.149015 1.03 0.06 -0.07
H 2.585245 -0.949991 -7.517501 -0.30 -0.43 0.60
H 0.954414 0.794174 -7.416642 -0.03 0.19 0.02
H -0.163496 1.017156 -8.823085 -0.04 -0.47 0.17
H 1.542462 1.286245 -9.059041 0.25 0.38 0.29
H 3.808014 -2.439505 -10.592930 -0.30 0.05 -0.16
H 4.623185 -2.770907 -9.277127 0.01 -0.03 0.58
C -3.865752 -7.554707 -0.563346 -0.63 1.36 -0.11
C -2.516424 -6.935706 -0.937327 0.03 -0.91 -0.83
C -1.863238 -6.238531 0.256266 -1.85 0.01 -0.85
O -0.576606 -5.951516 -0.140390 1.70 0.49 1.14
C 0.213252 -5.561329 0.991900 0.10 0.59 -0.51
N -1.676142 -8.020559 -1.413743 0.63 -0.52 0.60
H -4.553023 -6.716646 -0.679162 -0.49 0.00 0.95
H -3.813425 -7.970994 0.442672 -0.19 0.39 0.25
H -4.373425 -8.329181 -1.138281 0.99 -0.11 -0.72
H -2.514469 -6.235695 -1.772843 -0.73 0.29 0.07
H -1.980025 -6.895855 1.117877 0.60 -0.28 0.35
H -2.418000 -5.331718 0.497171 -0.10 0.33 0.13
H 0.184576 -6.336331 1.757829 0.14 -0.01 0.05
H -0.106770 -4.605335 1.406355 -0.64 -0.02 0.20
H 1.230859 -5.308990 0.693715 0.05 -0.66 -0.34
H -0.732434 -7.667002 -1.480942 0.32 0.33 -0.51
H -1.574473 -8.530812 -0.548067 0.06 -1.21 0.11
C 4.722662 -12.164751 -3.419921 -0.99 0.02 1.22
C 3.254813 -11.747573 -3.090572 0.85 -0.05 0.97
C 3.077208 -10.260466 -2.746656 1.06 0.86 -0.46
O 3.606540 -9.501623 -3.853686 -0.36 0.59 -0.59
C 3.421116 -8.052155 -3.755861 -0.12 -1.89 1.02
N 2.453310 -12.127911 -4.212755 -0.54 0.31 -0.95
H 5.332496 -12.034786 -2.525887 0.35 0.70 -0.17
H 5.060187 -11.611068 -4.296066 0.26 -0.18 0.21
H 4.771871 -13.247121 -3.538974 -0.29 0.07 -0.61
H 2.888427 -12.283656 -2.215082 0.22 -0.24 0.17
H 3.593923 -9.913887 -1.851689 0.50 -0.39 0.31
H 2.039219 -10.028973 -2.507739 -0.49 -0.01 -0.56
H 3.903576 -7.806018 -2.809949 -0.26 0.65 0.13
H 2.343806 -7.886972 -3.741130 0.00 0.46 0.14
H 3.890438 -7.469699 -4.548683 0.07 -0.67 -0.21
H 2.593137 -11.336709 -4.824753 -0.01 -0.07 -0.93
H 1.465461 -12.071644 -4.010039 -0.25 -0.15 0.32
C 4.487489 -0.972914 2.807870 0.01 0.48 1.29
C 4.557044 -0.694135 4.332448 -0.41 -0.99 0.57
C 3.913617 0.688124 4.806468 -0.08 -3.20 -0.48
O 4.208717 0.982870 6.171610 0.20 1.18 -1.16
C 5.531476 1.484484 6.398599 -1.13 0.24 0.22
N 3.793175 -1.818843 4.997033 0.11 1.10 -0.46
H 3.412266 -1.041129 2.642471 0.15 0.07 -0.86
H 4.987979 -1.909422 2.561756 -0.30 -0.23 0.23
H 5.045646 -0.231087 2.236675 -0.48 0.36 -0.13
H 5.604795 -0.771931 4.622709 0.21 0.39 0.20
H 2.848308 0.457742 4.818073 -0.17 0.23 -0.08
H 4.077613 1.330064 3.940940 0.48 1.23 0.78
H 6.180292 0.670683 6.074771 0.79 0.62 0.54
H 5.543092 1.857210 7.422826 0.33 -1.30 0.56
H 5.731198 2.471784 5.982133 -0.02 -0.22 -1.39
H 4.336990 -2.660694 5.122176 0.17 0.08 -0.03
H 3.459756 -1.513749 5.900274 0.12 -0.05 0.19
C -9.107031 1.622668 5.680596 -0.22 0.26 -0.60
C -9.753928 1.936711 4.291990 -0.44 -0.56 0.06
C -10.724476 3.152204 4.346289 0.04 -0.74 1.10
O -11.757362 2.940998 5.324612 0.77 0.84 0.52
C -12.991056 2.583398 4.762620 0.29 -0.47 -0.31
N -8.745405 2.080615 3.233934 -0.09 0.58 0.52
H -9.815456 1.378761 6.472274 -0.26 0.02 -0.32
H -8.552952 2.486710 6.047362 -0.02 0.32 -0.14
H -8.365456 0.824597 5.645060 -0.18 -0.15 -0.39
H -10.313115 1.111395 3.851236 -0.42 -0.49 0.92
H -11.220462 3.398150 3.407352 0.33 -0.21 -0.39
H -10.103175 3.997888 4.641104 -0.23 0.36 0.21
H -13.342413 3.352351 4.074599 -0.05 -0.05 -0.30
H -13.771564 2.444672 5.510718 0.38 0.07 0.31
H -12.808719 1.627092 4.272391 -0.64 -0.12 -0.49
H -9.312584 2.293353 2.425760 0.26 0.01 -0.62
H -8.248116 2.937498 3.430310 0.52 0.28 -0.13
```
Forces are in eV/Å.

Computed properties:
- Charge: 0
- LUMO energy: 0.226 eV
- Kohn-Sham gap: 8.61 eV
- Spin multiplicity: 1
- Energy above the lowest of the compared OMol25 structures with the same formula, charge and spin: 227.60 kcal/mol



No. 3
DFT (wB97M-V/def2-TZVPD) results for a 2-piece molecular cluster, C5H7NS3 overall.

Structure (XYZ):
```
16
Properties=species:S:1:pos:R:3:forces:R:3
C 2.475305 -0.567144 -0.579280 -0.02 -0.90 -1.29
C 3.461926 -0.275046 0.268308 2.74 -1.86 -0.34
C 1.654232 1.061847 0.608668 -3.15 3.63 1.15
C -2.321309 0.341404 -0.933506 -0.29 0.43 -3.63
C -1.989723 -0.317211 0.300428 0.60 -2.15 1.42
N 1.467615 0.294163 -0.380404 -2.93 -0.97 -1.30
S 3.207671 1.039237 1.253192 0.05 0.13 1.18
S -1.830610 1.450623 0.362666 0.10 0.87 0.27
S -3.233849 -1.097335 1.417854 -0.02 0.10 -0.76
H 2.429064 -1.392017 -1.369032 0.12 1.42 1.39
H 4.331967 -0.870338 0.361176 0.95 -0.18 0.05
H -1.717711 0.323078 -1.906857 -0.09 -0.31 1.92
H -3.344275 0.363060 -1.298980 -0.30 0.12 0.70
H -1.064691 -0.937508 0.341574 -0.64 0.85 -0.07
H 0.773768 1.763587 0.980026 2.32 -1.35 -0.87
H -4.299386 -1.180406 0.574166 0.55 0.15 0.18
```
Forces are in eV/Å.

Computed properties:
- Charge: 0
- LUMO energy: 0.736 eV
- Kohn-Sham gap: 9.42 eV
- Spin multiplicity: 1
- Energy above the lowest of the compared OMol25 structures with the same formula, charge and spin: 30.88 kcal/mol



No. 4
DFT (wB97M-V/def2-TZVPD) results for C19H40FeNO7 as an isolated structure.

Structure (XYZ):
```
68
Properties=species:S:1:pos:R:3:forces:R:3
Fe -7.959780 -6.964130 -19.892010 -0.61 0.74 -1.01
C -9.919700 -5.976330 -15.959600 1.65 -0.48 -0.83
C -9.932980 -5.725880 -17.511970 -1.14 0.09 0.27
O -8.886090 -6.109750 -18.336720 1.71 -1.28 -0.99
H -10.543340 -5.292990 -15.383210 -0.17 0.03 -0.37
H -8.886580 -5.819540 -15.649460 0.13 0.19 0.28
H -10.131850 -7.005580 -15.670220 -0.26 -0.02 -0.18
H -10.077060 -4.649020 -17.599780 0.04 0.30 -0.21
H -10.857200 -6.184280 -17.863830 -0.34 -0.05 -0.26
C -11.529250 -7.507360 -21.738590 -0.57 -0.85 0.84
C -10.151500 -7.816550 -22.285390 -0.16 2.24 -0.27
O -9.114910 -7.680850 -21.382070 1.56 -0.28 2.01
H -11.857290 -8.469350 -21.344810 -0.76 0.17 0.28
H -12.217200 -7.151640 -22.505590 0.01 -0.30 -0.22
H -11.595340 -6.775730 -20.933330 0.54 0.05 0.03
H -10.045030 -7.049330 -23.052290 0.61 0.07 -0.58
H -10.246060 -8.764470 -22.815100 0.62 -0.43 0.19
C -3.974850 -5.296620 -20.253930 0.03 -1.34 -0.07
C -4.890390 -6.339660 -20.987130 -0.49 1.28 -0.18
O -5.985660 -6.760360 -20.232950 -1.90 -0.32 0.76
H -3.609390 -5.756540 -19.335780 -0.17 0.13 0.28
H -4.449730 -4.341770 -20.028400 -0.32 -0.24 -0.04
H -3.066650 -5.084550 -20.818110 -0.06 -0.02 -0.38
H -4.360570 -7.192040 -21.412390 0.56 -0.33 0.62
H -5.211080 -5.859470 -21.911620 -0.47 0.41 -0.24
C -7.433280 -1.949170 -24.408100 1.20 0.30 0.60
C -8.456860 -2.302390 -23.356470 -0.45 2.10 -0.48
C -9.584500 -3.187370 -23.763890 0.21 0.75 -1.71
O -9.586840 -4.161200 -22.759060 -2.97 -1.65 -0.83
C -8.563630 -4.081470 -21.969430 1.35 -2.80 3.29
O -8.282340 -4.954870 -21.095980 -0.61 4.03 -3.21
O -7.950570 -2.937210 -22.246620 3.12 -1.25 2.36
H -7.820260 -1.415090 -25.275920 -0.38 -0.54 -0.07
H -6.792980 -2.798900 -24.644890 -0.47 -0.31 -0.49
H -6.696050 -1.250480 -24.012590 -0.14 0.20 0.40
H -8.893360 -1.407760 -22.912390 0.08 0.50 -0.45
H -9.432740 -3.621470 -24.752130 0.10 -0.49 0.15
H -10.416840 -2.494280 -23.886050 -0.89 -0.93 0.69
C -8.885930 -11.560470 -18.055960 0.33 0.66 0.19
C -9.206500 -10.079480 -17.632020 -0.15 -0.72 0.46
C -9.660850 -10.124410 -16.142410 -0.93 0.12 -0.19
C -8.624300 -10.419760 -15.111470 1.62 -0.34 -0.62
C -7.595680 -9.326630 -15.265000 0.35 0.63 -0.35
C -6.964950 -9.164650 -16.716180 0.55 0.52 0.57
N -8.066620 -9.106310 -17.744380 -0.48 0.21 2.59
O -7.543220 -8.987240 -19.036220 -0.35 -0.34 0.53
C -6.152060 -7.819890 -16.632380 -0.49 0.02 -0.47
C -5.936240 -10.299280 -16.924570 -0.60 0.03 0.12
C -10.353440 -9.572310 -18.530830 0.51 0.08 0.56
H -8.354510 -12.116420 -17.283550 0.29 0.20 -0.09
H -8.297940 -11.538150 -18.973490 0.07 -0.34 -0.13
H -9.770780 -12.169420 -18.241220 -0.25 0.42 -0.18
H -10.066010 -9.153320 -15.857940 -0.31 0.12 -0.28
H -10.453100 -10.862710 -16.018480 -0.31 0.04 -0.49
H -8.108830 -11.361300 -15.300940 -0.15 -0.36 -0.06
H -8.992770 -10.509660 -14.089590 -0.26 0.31 -0.08
H -6.792390 -9.434860 -14.536230 0.30 -0.04 -0.19
H -8.084930 -8.388550 -15.002800 0.01 0.24 -0.16
H -6.793030 -7.017620 -16.266840 0.05 -0.09 0.32
H -5.264440 -7.961810 -16.015880 -0.32 -0.07 0.54
H -5.707480 -7.387610 -17.528810 -0.38 -0.59 -0.70
H -6.445480 -11.251070 -16.773350 0.35 -0.19 -0.10
H -5.429340 -10.283960 -17.889410 -0.18 0.06 -0.18
H -5.149010 -10.180970 -16.180010 -0.08 -0.15 0.06
H -11.266620 -10.141660 -18.357530 0.15 -0.35 -0.20
H -10.004110 -9.640450 -19.561080 -0.40 0.13 -0.13
H -10.616900 -8.543510 -18.285330 0.31 0.16 -0.12
H -7.231460 -9.883700 -19.180330 0.60 -0.04 -1.20
```
Forces are in eV/Å.

Computed properties:
- Charge: 0
- <S²>: 8.7651
- LUMO energy (spin up / spin down): 0.540 / -0.413 eV
- Kohn-Sham gap (spin up / spin down): 9.05 / 7.61 eV
- Spin multiplicity: 6
- Energy above the lowest of the compared OMol25 structures with the same formula, charge and spin: 49.81 kcal/mol